#a
A cluster of 2 separate species, C11H15N in total, computed with the ωB97M-V functional and the def2-TZVPD basis.

Results
Multiplicity: 1
Molar mass in g mol⁻¹: 161.2
HOMO-LUMO gap in eV: 8.68
SMILES string: Cc1c[nH]c2ccccc12.CC

Positions of all 27 atoms, in Å:
1 C -2.54625 -0.80114 1.68463
2 C -1.92745 -1.02311 0.35183
3 C -2.46904 -1.99280 -0.51088
4 N -1.50392 -2.27172 -1.54716
5 C -0.41338 -1.62177 -1.20191
6 C 0.86442 -1.60429 -1.85781
7 C 1.81258 -0.75612 -1.34270
8 C 1.54639 0.32267 -0.36391
9 C 0.40158 0.09347 0.37750
10 C -0.57224 -0.84678 -0.02635
11 H -2.09208 -0.12375 2.41740
12 H -2.64492 -1.82373 2.15577
13 H -3.51972 -0.50905 1.58888
14 H -3.42543 -2.40434 -0.53556
15 H -1.46989 -2.99647 -2.28517
16 H 1.03784 -2.26137 -2.72991
17 H 2.79881 -0.93382 -1.62569
18 H 2.18897 1.16561 -0.23511
19 H 0.08997 0.71448 1.24115
20 C 2.56912 4.09042 0.98157
21 C 1.56171 4.17913 2.11303
22 H 2.15692 3.39937 0.17074
23 H 2.71158 5.11663 0.60136
24 H 3.47671 3.69261 1.40591
25 H 2.23991 4.51336 2.94582
26 H 1.18422 3.20774 2.42314
27 H 0.82995 4.90671 2.06149

Mulliken population analysis, charges in e, atoms 1 to 6: C -1.377; C 0.542; C -0.723; N -0.061; C -0.117; C -0.667

***

#b
A cluster of 2 separate species, C11H15N in total, computed with the ωB97M-V functional and the def2-TZVPD basis.

Results
Multiplicity: 1
Molar mass in g mol⁻¹: 161.2
HOMO-LUMO gap in eV: 8.86
SMILES string: Cc1c[nH]c2ccccc12.CC

Positions of all 27 atoms, in Å:
1 C 0.00508 1.79857 0.45878
2 C 0.76127 1.04977 -0.60239
3 C 2.09395 0.95262 -0.80978
4 N 2.27359 0.09646 -1.93860
5 C 1.07020 -0.50541 -2.23884
6 C 0.68788 -1.29789 -3.33578
7 C -0.57150 -1.86678 -3.23251
8 C -1.58104 -1.38195 -2.33043
9 C -1.21827 -0.36671 -1.46717
10 C 0.08681 0.06766 -1.41778
11 H -0.66735 1.12847 1.00858
12 H -0.54268 2.67511 0.11506
13 H 0.81608 2.10905 1.11965
14 H 2.94534 1.35688 -0.29929
15 H 3.17766 -0.01294 -2.36196
16 H 1.21324 -1.45735 -4.25678
17 H -0.75305 -2.60185 -4.01295
18 H -2.61742 -1.64351 -2.48927
19 H -1.97891 0.08929 -0.83853
20 C -1.10874 0.55901 3.66985
21 C -0.29309 -0.69380 3.51731
22 H -1.85630 0.76239 2.90673
23 H -1.47657 0.83115 4.65930
24 H -0.38291 1.39550 3.67184
25 H 0.02903 -1.04696 4.50887
26 H 0.66125 -0.49579 3.02973
27 H -0.77355 -1.50099 2.96636

Mulliken population analysis, charges in e, atoms 1 to 6: C -0.904; C 0.617; C -0.868; N -0.066; C -0.431; C -0.685

***

#c
A cluster of 2 separate species, C11H15N in total, computed with the ωB97M-V functional and the def2-TZVPD basis.

Results
Multiplicity: 1
Molar mass in g mol⁻¹: 161.2
HOMO-LUMO gap in eV: 8.73
SMILES string: Cc1c[nH]c2ccccc12.CC

Positions of all 27 atoms, in Å:
1 C 0.74608 2.25983 3.31062
2 C 1.11308 1.66370 2.00941
3 C 1.98502 2.17473 1.10464
4 N 1.97408 1.41239 -0.04361
5 C 1.04928 0.40672 0.08574
6 C 0.73700 -0.67075 -0.74377
7 C -0.17306 -1.57262 -0.23538
8 C -0.88404 -1.36638 0.94426
9 C -0.53065 -0.32309 1.78292
10 C 0.47043 0.55224 1.35937
11 H 0.72638 1.58268 4.17267
12 H -0.30032 2.58256 3.37108
13 H 1.35841 3.12920 3.53666
14 H 2.60071 3.05348 1.18163
15 H 2.46603 1.62436 -0.89115
16 H 1.20358 -0.72470 -1.71874
17 H -0.38529 -2.41435 -0.88368
18 H -1.71965 -1.98158 1.24520
19 H -0.93855 -0.28149 2.78402
20 C -1.95623 -1.56490 -3.77571
21 C -3.21366 -2.40905 -3.91478
22 H -1.05421 -2.17985 -3.69814
23 H -1.66958 -0.99416 -4.66736
24 H -1.90345 -0.80368 -2.99806
25 H -4.08291 -1.83546 -3.59019
26 H -3.10614 -3.26365 -3.26937
27 H -3.43937 -2.72148 -4.93244

Mulliken population analysis, charges in e, atoms 1 to 6: C -1.346; C 0.456; C -0.652; N -0.002; C -0.303; C -0.877

***

The calculated energies rank the structures as follows, beginning with the most stable: #c, #b, #a.

***

#a
The molecule C4H7NOS, computed with the ωB97M-V functional and the def2-TZVPD basis.

Results
Multiplicity: 1
Molar mass in g mol⁻¹: 117.2
HOMO-LUMO gap in eV: 8.70
SMILES string: CO[C@@H]1CN1C=S

Positions of all 14 atoms, in Å:
1 C 1.65677 -1.21782 0.41105
2 O 1.46634 0.15612 0.48471
3 C 0.59768 0.80391 -0.38434
4 C -0.44350 1.77952 0.20224
5 N -0.81392 0.39519 -0.04388
6 C -1.85189 -0.40997 -0.25610
7 S -3.53355 -0.33371 0.12916
8 H 1.62569 -1.62263 -0.65634
9 H 0.79658 -1.90933 0.79575
10 H 2.71115 -1.44826 0.90611
11 H 0.74251 0.69562 -1.48667
12 H -0.27923 2.03798 1.27779
13 H -1.04751 2.40568 -0.43280
14 H -1.62711 -1.33229 -0.94668

Mulliken population analysis, charges in e, atoms 1 to 6: C -0.613; O -0.335; C 0.040; C -0.532; N -0.062; C -0.136

***

#b
The molecule C4H7NOS, computed with the ωB97M-V functional and the def2-TZVPD basis.

Results
Multiplicity: 1
Molar mass in g mol⁻¹: 117.2
HOMO-LUMO gap in eV: 9.72
SMILES string: C=CN(S)C(C)=O

Positions of all 14 atoms, in Å:
1 C -1.71996 -1.72066 -0.36111
2 C -0.63780 -1.37452 0.36214
3 N 0.14253 -0.26036 0.04918
4 S 1.83042 -0.55231 -0.08344
5 C -0.26229 1.07342 -0.03360
6 C -1.70805 1.36415 0.19298
7 O 0.55054 1.94134 -0.20356
8 H -2.35700 -2.53200 -0.03819
9 H -1.99762 -1.17053 -1.24873
10 H -0.29412 -1.88650 1.25825
11 H 2.07123 0.20705 0.93862
12 H -2.28492 1.21330 -0.72551
13 H -2.09981 0.81552 1.03199
14 H -1.75796 2.42759 0.44033

Mulliken population analysis, charges in e, atoms 1 to 6: C -0.666; C -0.153; N -0.113; S -0.134; C 0.835; C -1.194

***

The calculated energies rank the structures as follows, beginning with the most stable: #b, #a.

***

#a
The molecule C2H3BrFN, computed with the ωB97M-V functional and the def2-TZVPD basis.

Results
Multiplicity: 1
Molar mass in g mol⁻¹: 140.0
HOMO-LUMO gap in eV: 10.64
SMILES string: F[C@@]1(Br)CN1

Positions of all 8 atoms, in Å:
1 F 0.91617 1.64677 0.20406
2 C 0.67848 0.31199 -0.01818
3 Br 2.21965 -0.76225 0.07643
4 C -0.67751 -0.11282 0.51496
5 N -0.38641 0.03116 -0.94748
6 H -1.14470 -1.03016 0.99408
7 H -1.41342 0.71812 0.79715
8 H -0.19227 -0.80283 -1.62103

Mulliken population analysis, charges in e, atoms 1 to 6: F -0.237; C 0.630; Br -0.111; C -0.467; N -0.511; H 0.232

***

#b
A cluster of 2 separate species, C2H3BrFN in total, computed with the ωB97M-V functional and the def2-TZVPD basis.

Results
Multiplicity: 1
Molar mass in g mol⁻¹: 140.0
HOMO-LUMO gap (alpha / beta) in eV: 7.86 / 6.40

Positions of all 8 atoms, in Å:
1 C 0.17070 0.53132 0.21345
2 C -0.03944 -0.25336 1.44908
3 N 0.38581 -1.03576 0.38240
4 F 0.34782 -0.35977 2.65070
5 Br -2.83062 -1.52612 1.65626
6 H -0.57806 0.87471 -0.48495
7 H 1.22746 0.92519 0.06159
8 H -0.37221 -1.61501 0.01069

Mulliken population analysis, charges in e, atoms 1 to 6: C -0.325; C 0.378; N -0.375; F -0.112; Br -0.401; H 0.279

***

The calculated energies rank the structures as follows, beginning with the most stable: #a, #b.

***

#a
The molecule CH4OS2, computed with the ωB97M-V functional and the def2-TZVPD basis.

Results
Multiplicity: 1
Molar mass in g mol⁻¹: 96.2
HOMO-LUMO gap in eV: 9.33
SMILES string: SCOS

Positions of all 8 atoms, in Å:
1 S 1.94111 0.87686 0.12163
2 C 0.44876 -0.55289 0.00096
3 O -0.53743 -0.07225 0.77204
4 S -1.42882 1.28271 0.26079
5 H 1.51016 1.28143 1.29823
6 H 0.79006 -1.48310 0.37017
7 H 0.16971 -0.59100 -1.02548
8 H -1.13483 2.11307 1.44379

Mulliken population analysis, charges in e, atoms 1 to 6: S -0.213; C -0.267; O -0.311; S -0.042; H 0.102; H 0.290

***

#b
The molecule CH4OS2, computed with the ωB97M-V functional and the def2-TZVPD basis.

Results
Multiplicity: 1
Molar mass in g mol⁻¹: 96.2
HOMO-LUMO gap in eV: 9.16
SMILES string: OSCS

Positions of all 8 atoms, in Å:
1 O -1.45604 1.31735 1.11713
2 S -0.80341 -0.19388 1.35237
3 C 0.48383 -0.11136 -0.02831
4 S 1.95065 -1.04853 0.35435
5 H -1.93944 1.52651 0.28852
6 H 0.78884 1.13007 0.22204
7 H -0.10436 -0.45569 -0.82338
8 H 1.73021 -2.07124 -0.46766

Mulliken population analysis, charges in e, atoms 1 to 6: O -0.490; S 0.123; C -0.545; S -0.161; H 0.333; H 0.254

***

The calculated energies rank the structures as follows, beginning with the most stable: #b, #a.